1.
{
  "formula": "C27H24ClN8OS3W",
  "method": "ωB97M-V/def2-TZVPD",
  "species": ["W", "Cl", "C", "C", "C", "C", "O", "C", "C", "N", "C", "C", "C", "C", "C", "C", "C", "C", "N", "C", "C", "H", "H", "H", "H", "H", "H", "H", "H", "H", "H", "C", "C", "N", "C", "C", "S", "C", "C", "S", "C", "N", "C", "H", "H", "H", "H", "H", "H", "H", "H", "C", "C", "N", "N", "C", "S", "N", "N", "H", "H", "H", "H", "H", "H"],
  "coordinates": [[-0.71714, 0.18759, -0.38801], [-4.26204, -4.27181, 4.21667], [-3.69254, -3.19670, 3.01492], [-4.60296, -2.51759, 2.19265], [-4.16238, -1.65004, 1.21516], [-2.80426, -1.40834, 1.03991], [-2.39958, -0.56280, 0.08918], [-1.86541, -2.10365, 1.85344], [-0.46212, -2.01276, 1.67896], [0.17534, -1.28367, 0.78928], [1.58574, -1.42836, 0.65392], [2.45814, -2.08062, 1.49504], [3.80701, -2.25119, 1.13137], [4.27909, -1.80941, -0.07515], [3.42639, -1.08661, -0.93974], [3.80922, -0.59700, -2.20843], [2.90849, 0.12449, -2.95496], [1.64424, 0.39444, -2.43545], [1.23397, -0.06119, -1.25321], [2.09748, -0.84759, -0.53030], [-2.34471, -2.99752, 2.83444], [-5.66322, -2.68483, 2.33160], [-4.86156, -1.12262, 0.57932], [0.12253, -2.65594, 2.32956], [2.13372, -2.48076, 2.44679], [4.46755, -2.77133, 1.81160], [5.29881, -2.00796, -0.37865], [4.80227, -0.80607, -2.58736], [3.17265, 0.50211, -3.93267], [0.94714, 1.01276, -2.98929], [-1.64103, -3.54784, 3.44742], [-1.43946, 3.96989, -0.26336], [-1.83466, 3.13558, -1.43109], [-1.57267, 1.84107, -1.60378], [-2.06830, 1.40417, -2.83722], [-2.68299, 2.36108, -3.57057], [-2.67813, 3.84368, -2.73282], [-1.91733, 0.00034, -3.17433], [-2.40080, -0.67933, -4.24455], [-2.00705, -2.33571, -4.11720], [-1.21360, -2.06086, -2.63489], [-1.23050, -0.79159, -2.27214], [-0.59672, -3.16161, -1.84437], [-1.37532, 3.37246, 0.63943], [-2.17249, 4.75961, -0.10250], [-0.48357, 4.46718, -0.45156], [-3.13842, 2.26595, -4.54346], [-2.96760, -0.30063, -5.08011], [-0.65755, -4.10074, -2.39044], [-1.12427, -3.28884, -0.89647], [0.45400, -2.95612, -1.63227], [3.50578, 3.38684, 2.21882], [2.24785, 2.76116, 2.67635], [1.90294, 2.51352, 3.89208], [0.67239, 1.94056, 3.82814], [0.23350, 1.80578, 2.58258], [-1.22668, 1.20595, 1.98350], [1.22288, 2.33244, 1.82827], [1.10604, 2.40895, 0.44430], [4.04507, 3.75546, 3.08804], [3.31287, 4.22442, 1.54695], [4.14308, 2.66435, 1.70374], [0.19336, 1.69673, 4.68309], [2.01947, 2.22455, 0.04088], [0.83806, 3.35650, 0.18895]],
  "forces_ev_per_a": [[-0.542, 1.452, 0.661], [-0.010, -0.032, 0.030], [-0.058, 0.128, -0.144], [0.064, -0.144, 0.201], [0.224, 0.411, -0.301], [-0.011, -0.856, 0.805], [0.090, 0.067, -0.582], [-0.394, 0.261, -0.237], [0.136, 0.038, -0.231], [-0.105, -0.738, 0.709], [0.508, -0.020, -0.141], [-0.323, 0.103, -0.009], [0.174, 0.000, -0.121], [0.003, -0.091, 0.070], [-0.170, 0.110, -0.001], [-0.133, 0.002, 0.060], [0.209, 0.023, -0.046], [-0.158, 0.119, 0.069], [0.356, -0.349, -0.328], [-0.011, -0.049, 0.262], [0.099, -0.077, 0.051], [0.002, 0.000, -0.015], [-0.050, -0.047, 0.029], [0.052, -0.029, -0.068], [-0.005, -0.042, -0.032], [-0.013, -0.018, -0.008], [0.008, 0.033, 0.023], [0.014, 0.033, 0.011], [-0.028, 0.026, 0.009], [-0.040, -0.047, -0.011], [0.003, 0.025, 0.008], [-0.149, 0.185, 0.012], [-0.027, -0.034, -0.142], [-0.133, 0.022, -0.270], [-0.076, 0.233, -0.051], [0.034, 0.025, 0.030], [0.202, -0.221, 0.242], [-0.056, -0.218, -0.156], [0.054, -0.005, 0.033], [0.131, 0.166, 0.251], [0.016, -0.095, -0.143], [-0.083, 0.102, 0.075], [-0.011, -0.071, -0.001], [-0.074, -0.020, 0.028], [0.022, 0.013, 0.005], [-0.124, 0.105, -0.101], [-0.017, -0.006, 0.017], [-0.002, -0.006, 0.009], [0.030, -0.017, 0.031], [-0.024, 0.003, -0.030], [-0.005, 0.019, -0.042], [0.098, 0.006, -0.037], [-0.206, 0.020, -0.249], [0.167, 0.101, 0.336], [-0.062, -0.081, -0.220], [0.210, 0.203, -0.011], [-0.312, -0.267, -0.280], [0.139, -0.034, 0.235], [0.311, -0.237, -0.297], [0.001, -0.001, -0.003], [-0.012, 0.012, 0.026], [-0.017, 0.003, 0.006], [-0.042, -0.029, 0.004], [0.060, -0.067, -0.045], [0.063, -0.105, 0.016]],
  "lowdin_spin": [1.627, -0.003, -0.003, 0.026, -0.006, 0.032, 0.063, 0.010, 0.043, 0.007, 0.003, 0.000, -0.001, -0.001, 0.000, 0.012, 0.002, 0.014, 0.014, 0.005, 0.010, 0.001, -0.001, 0.001, 0.000, 0.000, 0.000, 0.000, 0.000, 0.001, 0.000, 0.002, 0.019, 0.019, 0.008, 0.001, 0.007, 0.005, 0.001, 0.006, 0.016, 0.011, 0.003, 0.000, 0.000, 0.001, 0.000, 0.000, 0.000, 0.001, 0.001, 0.000, 0.001, 0.002, 0.005, 0.008, 0.014, 0.003, 0.009, 0.000, 0.000, 0.000, 0.000, 0.000, 0.000],
  "e_above_lowest_kcal_mol": 12.1,
  "spin_multiplicity": 3,
  "s_squared": 2.0230,
  "total_charge": 3,
  "lumo_ev": [-9.586, -9.742]
}



2.
{
  "formula": "C8H14O",
  "method": "ωB97M-V/def2-TZVPD",
  "species": ["C", "C", "C", "C", "C", "C", "C", "C", "O", "H", "H", "H", "H", "H", "H", "H", "H", "H", "H", "H", "H", "H", "H"],
  "coordinates": [[0.77401, -0.26032, 0.03124], [1.22249, 1.00397, 0.74982], [1.56828, -0.55967, -1.22696], [-2.18969, 1.91880, -0.32218], [1.15112, -1.69833, 1.28231], [-1.19315, 1.04074, -1.05463], [-0.61018, -0.51969, -0.04133], [-1.59557, -1.37908, 0.12576], [-0.87772, 1.24837, -2.20514], [2.63622, -0.61047, -0.99729], [1.22057, 1.85910, 0.06747], [2.24865, 0.88386, 1.10955], [0.57959, 1.23454, 1.60136], [1.41898, 0.23532, -1.96438], [1.25689, -1.50283, -1.68006], [-1.66613, 2.56369, 0.38761], [-2.79470, 2.50906, -1.01812], [-2.87578, 1.29113, 0.25474], [0.63173, -1.53023, 2.22487], [2.22846, -1.58528, 1.39928], [0.92783, -2.66875, 0.84202], [-1.46543, -2.30878, 0.66721], [-2.59646, -1.16516, -0.23312]],
  "forces_ev_per_a": [[2.537, -4.131, 3.800], [-0.128, -0.092, -0.104], [-0.033, 0.063, -0.109], [-0.255, -0.343, 0.063], [0.608, 2.363, -1.941], [-0.224, -1.753, 0.099], [-3.290, 4.322, -3.687], [0.457, -0.026, 0.438], [0.071, -0.477, 1.478], [-0.096, -0.007, 0.041], [-0.090, 0.008, -0.033], [-0.132, -0.012, -0.057], [0.047, -0.037, -0.032], [-0.033, -0.087, 0.068], [0.027, 0.077, 0.069], [0.004, -0.003, -0.070], [0.369, 0.041, 0.017], [0.196, 0.019, 0.051], [-0.068, 0.108, -0.199], [-0.012, -0.172, 0.202], [-0.142, 0.187, -0.092], [0.084, -0.100, -0.053], [0.102, 0.050, 0.051]],
  "lowdin_charge": [-0.484, -0.056, -0.048, -0.039, 0.007, -0.301, -0.180, 0.044, 0.057, 0.085, 0.086, 0.084, 0.088, 0.078, 0.093, 0.080, 0.082, 0.070, 0.049, 0.037, 0.043, 0.060, 0.065],
  "e_above_lowest_kcal_mol": 65.0,
  "total_charge": 0,
  "lumo_ev": 0.828
}



3.
{
  "formula": "C10H13NPSr",
  "method": "ωB97M-V/def2-TZVPD",
  "species": ["C", "C", "C", "C", "C", "Sr", "P", "H", "H", "H", "H", "H", "H", "H", "H", "C", "C", "C", "N", "C", "C", "H", "H", "H", "H", "H"],
  "coordinates": [[0.16116, 2.59232, -0.58671], [0.65369, 2.90367, -1.88610], [2.00134, 2.52285, -1.99209], [2.36972, 1.93960, -0.72823], [1.27106, 2.09414, 0.14627], [0.74441, 0.11035, -1.69588], [-2.12128, 0.64701, -1.22812], [-0.82357, 2.90778, -0.29662], [0.04516, 3.39171, -2.63130], [2.65721, 2.74830, -2.83994], [1.29402, 1.90947, 1.20338], [3.37802, 1.55631, -0.50556], [-2.81438, -0.44417, -1.80516], [-2.70444, 1.66557, -2.04747], [-2.98030, 0.87229, -0.12428], [-0.30711, -3.44524, 2.28334], [-1.48834, -2.95190, 1.70241], [-1.40668, -1.89374, 0.79472], [-0.21613, -1.41888, 0.35692], [0.89592, -1.71836, 1.08306], [0.89194, -2.77524, 2.00824], [-0.34371, -4.30328, 2.95480], [-2.46489, -3.36717, 1.95263], [-2.30409, -1.38605, 0.41742], [1.79849, -1.09157, 0.95158], [1.81280, -3.06579, 2.51271]],
  "forces_ev_per_a": [[1.538, 0.874, -0.629], [-0.214, -0.029, 0.255], [0.188, 0.130, 0.620], [0.768, 1.313, -0.522], [-0.353, -0.153, -0.146], [-0.002, -1.257, -0.521], [-0.463, 0.134, -0.907], [-0.082, -0.128, 0.573], [0.088, -0.059, -0.246], [-0.311, -0.481, 0.353], [-0.106, -0.386, 0.241], [-0.708, 0.288, 0.093], [-0.300, 0.151, 0.126], [0.126, -0.368, 0.242], [-0.308, -0.013, 0.354], [0.098, 0.205, -0.334], [-0.099, 0.369, -0.201], [0.701, -0.493, 0.120], [-0.062, 1.189, 0.934], [-0.233, -0.943, 0.204], [-0.220, 0.283, -0.040], [0.088, 0.250, -0.130], [0.257, 0.127, 0.010], [0.348, -0.592, -0.071], [-0.555, -0.569, -0.271], [-0.184, 0.156, -0.107]],
  "lowdin_charge": [-0.322, -0.279, -0.275, -0.314, -0.265, 0.409, 0.569, 0.058, 0.076, 0.084, 0.080, 0.081, -0.153, -0.128, -0.154, -0.118, -0.112, -0.209, -0.096, -0.200, -0.114, 0.089, 0.087, 0.044, 0.072, 0.090],
  "total_charge": -1,
  "lumo_ev": [2.942, 2.864]
}